Computed, not measured: a molecular structure, C48H26F15GeIMnNO2PS at a distorted geometry, with ωB97M-V/def2-TZVPD.

CARTESIAN COORDINATES (ANGSTROEM)
Mn  11.151  11.865  12.453
I  14.076  12.255  10.760
C  15.056  13.996  11.548
C  16.406  13.724  11.713
C  17.362  14.786  11.814
C  16.903  16.081  11.845
C  15.508  16.388  11.779
C  15.168  17.749  11.770
C  13.840  18.117  11.618
C  12.847  17.129  11.591
C  13.172  15.778  11.712
P  11.690  14.736  11.714
C  10.623  15.367  13.046
C  11.145  16.174  14.094
C  10.308  16.568  15.141
C  8.928  16.356  15.090
C  8.399  15.591  14.028
C  9.254  15.087  13.042
C  10.803  15.194  10.173
C  11.262  14.622  8.979
C  10.578  14.794  7.778
C  9.448  15.634  7.754
C  9.099  16.324  8.905
C  9.761  16.120  10.127
C  14.541  15.309  11.675
H  16.785  12.719  11.731
H  18.412  14.575  11.920
H  17.544  16.934  11.878
H  15.990  18.450  11.794
H  13.571  19.153  11.472
H  11.775  17.402  11.517
H  12.207  16.383  14.085
H  10.777  17.039  15.979
H  8.271  16.739  15.869
H  7.334  15.377  13.980
H  8.819  14.510  12.213
H  12.203  14.101  9.026
H  10.913  14.293  6.876
H  8.822  15.726  6.854
H  8.203  16.943  8.879
H  9.463  16.747  10.991
C  7.508  11.746  10.756
C  8.797  11.670  11.458
O  9.909  12.049  10.864
O  8.934  11.222  12.623
H  7.578  12.124  9.738
H  6.833  12.386  11.374
H  7.048  10.758  10.700
F  14.308  12.092  18.275
C  14.246  10.792  17.859
C  13.184  10.449  17.046
C  13.196  9.100  16.656
F  12.137  8.678  15.900
C  14.184  8.195  16.996
F  14.123  6.890  16.637
C  15.260  8.619  17.789
F  16.171  7.726  18.192
C  15.294  9.945  18.232
F  16.322  10.366  19.021
Ge  11.859  11.739  16.343
S  12.373  11.624  14.205
C  9.961  11.238  16.800
C  8.775  11.888  16.368
F  8.857  13.062  15.696
C  7.480  11.531  16.809
F  6.419  12.338  16.526
C  7.270  10.392  17.597
F  6.070  10.141  18.156
C  8.411  9.723  18.010
F  8.290  8.630  18.817
C  9.685  10.161  17.657
F  10.738  9.550  18.272
C  12.107  13.554  17.172
C  11.562  13.886  18.414
F  10.730  12.983  19.007
C  11.753  15.117  19.065
F  11.254  15.382  20.312
C  12.464  16.118  18.402
F  12.578  17.339  18.963
C  12.989  15.862  17.119
F  13.548  16.903  16.398
C  12.838  14.587  16.568
F  13.478  14.355  15.371
N  11.190  9.671  11.626
C  11.770  9.186  10.371
C  11.425  9.775  9.135
C  11.833  9.215  7.954
C  12.617  8.069  7.957
C  13.038  7.520  9.188
C  12.646  8.104  10.396
H  11.579  9.045  12.331
H  10.172  9.498  11.606
H  10.829  10.689  9.164
H  11.447  9.667  7.033
H  12.886  7.596  7.025
H  13.615  6.614  9.181
H  13.053  7.750  11.354

Computed properties:
* ΔE to the lowest compared entry with this formula, charge and spin: 0.0 kcal/mol
* Kohn-Sham gap (alpha / beta): 7.41 / 7.81 eV
* ⟨S²⟩: 8.76
* spin multiplicity: 6
* LUMO energy (alpha / beta): -0.39 / -0.38 eV
* E_tot: -212605.8037 eV
* max |F|: 3.27 eV/A